A molecular structure, C69H174AgN8O23 in a non-equilibrium geometry, computed with wB97M-V/def2-TZVPD.

Calculated values
- Multiplicity: 2
- Highest occupied orbital energy (spin up / spin down): -8.29 / -8.28 eV
- Electronic energy: -5048.306377 Eh
- Maximum force: 4.08 eV/A

```
275
Properties=species:S:1:pos:R:3:forces:R:3:lowdin_spin:R:1
Ag 2.486 0.888 -0.479 -0.40 -1.01 0.41 0.449
C 2.882 3.937 2.350 -1.08 -1.46 0.01 0.008
C 3.682 3.000 1.530 0.37 -0.18 -1.27 0.022
C 4.915 2.533 2.242 -0.77 -1.36 0.74 0.000
O 2.858 1.910 1.202 0.21 0.52 -0.27 0.298
H 2.447 3.320 3.127 -0.03 0.22 0.69 0.000
H 2.058 4.250 1.764 -0.96 0.67 -0.57 0.000
H 3.434 4.749 2.695 0.93 1.45 0.86 0.001
H 4.022 3.579 0.631 -0.28 -0.65 0.03 0.010
H 5.296 1.625 1.736 0.33 0.84 0.39 0.000
H 4.664 2.329 3.295 -0.21 -0.67 -0.28 0.000
H 5.574 3.332 2.403 1.56 1.08 -0.54 0.000
C 0.427 -1.368 0.364 -1.52 -1.77 1.72 0.006
C 0.162 -0.941 -1.039 -0.53 0.81 -0.40 0.011
C -0.893 0.164 -1.154 -0.03 -0.02 1.42 0.000
O 1.324 -0.532 -1.674 0.94 0.28 -0.35 0.059
H -0.541 -1.754 0.847 1.14 0.40 -0.79 0.000
H 0.723 -0.597 1.092 0.41 0.10 -0.49 0.002
H 1.119 -2.239 0.373 -0.11 0.70 0.17 0.000
H -0.291 -1.790 -1.574 0.25 -0.22 -0.12 0.003
H -1.896 -0.137 -0.850 -0.12 -0.25 -0.17 0.000
H -0.889 0.482 -2.166 -0.25 0.50 -0.87 0.000
H -0.686 1.017 -0.498 0.41 -0.18 -0.29 0.000
C -3.391 3.777 -1.274 -0.14 -1.88 -0.97 0.000
C -2.945 5.190 -1.434 1.37 -0.07 -0.34 0.000
C -3.035 5.758 -2.860 0.81 -0.93 0.47 0.000
O -3.676 5.977 -0.551 0.47 0.92 0.58 0.000
H -2.787 3.020 -1.830 -0.30 0.68 0.09 0.000
H -4.428 3.653 -1.593 -0.14 0.03 -0.22 0.000
H -3.382 3.403 -0.259 0.15 0.36 0.45 0.000
H -1.878 5.221 -1.159 -0.16 0.24 0.30 0.000
H -4.087 5.776 -3.060 -0.63 0.28 -0.67 0.000
H -2.518 5.068 -3.567 -0.34 0.61 0.31 0.000
H -2.584 6.763 -2.884 -0.31 -0.39 -0.12 0.000
H -4.568 5.633 -0.506 -0.64 0.13 0.11 0.000
C 7.880 -4.679 3.504 -0.59 -1.22 0.15 0.000
C 7.769 -5.665 2.332 -0.58 -0.53 1.21 0.000
C 6.657 -5.299 1.369 -1.31 0.36 0.10 0.000
O 8.975 -5.729 1.679 2.09 -0.23 -1.33 0.000
H 8.682 -4.816 4.263 -0.19 -0.02 -1.07 0.000
H 6.961 -4.769 4.044 -0.75 0.20 0.55 0.000
H 7.859 -3.739 3.016 0.42 1.43 0.04 0.000
H 7.590 -6.682 2.713 0.10 0.18 -0.04 0.000
H 5.630 -5.265 1.854 1.36 0.37 -0.50 0.000
H 6.522 -5.992 0.526 0.47 -0.04 0.34 0.000
H 6.947 -4.328 0.927 -0.55 -0.09 0.15 0.000
H 9.271 -4.867 1.338 -0.44 -0.36 0.30 0.000
C 1.208 -1.417 -6.470 0.58 -0.68 1.07 0.000
C 0.776 -1.012 -5.014 -0.26 0.41 -1.68 0.000
C -0.713 -0.825 -4.883 -0.40 1.37 2.12 0.000
O 1.263 -1.880 -4.032 0.59 -0.11 0.45 0.001
H 2.293 -1.473 -6.451 0.29 -0.05 -0.08 0.000
H 0.958 -0.660 -7.181 -0.40 0.72 -0.31 0.000
H 0.876 -2.375 -6.919 -0.27 0.30 0.80 0.000
H 1.221 -0.022 -4.842 0.15 -0.04 -0.21 0.000
H -1.153 -0.175 -5.639 0.01 -0.33 -0.14 0.000
H -0.916 -0.340 -3.874 0.40 -0.17 -1.16 0.000
H -1.241 -1.736 -4.704 -0.39 -1.02 -0.72 0.000
H 1.503 -1.315 -3.242 -0.53 -0.42 0.09 0.000
C 3.534 -5.132 3.441 -0.48 -1.16 0.34 0.000
C 2.401 -4.959 2.448 -1.26 0.15 0.79 0.000
C 1.286 -4.021 2.970 0.62 0.41 -0.06 0.000
O 2.869 -4.445 1.227 0.20 -0.31 -0.48 0.000
H 3.127 -5.273 4.458 0.17 0.24 -0.38 0.000
H 4.246 -4.325 3.433 0.14 0.51 -0.02 0.000
H 4.055 -6.067 3.206 0.17 0.23 0.02 0.000
H 1.943 -5.959 2.250 0.27 0.44 0.27 0.000
H 1.674 -3.010 3.080 0.48 0.20 -0.04 0.000
H 0.939 -4.248 3.979 -0.41 -0.42 -0.28 0.000
H 0.509 -3.879 2.211 -0.23 -0.52 0.33 0.000
H 2.187 -4.756 0.606 0.23 0.32 -0.26 0.000
C -1.380 -0.978 3.410 0.92 -1.55 -0.11 0.000
C -0.354 -0.359 4.297 0.67 0.29 0.58 0.000
C -0.938 0.922 4.832 -0.94 1.11 -0.09 0.000
O -0.178 -1.227 5.422 0.06 -0.60 -0.28 0.000
H -0.980 -1.897 2.934 -0.43 0.44 0.28 0.000
H -1.649 -0.282 2.668 -0.34 0.78 -1.22 0.000
H -2.275 -1.201 3.969 -0.17 -0.14 0.32 0.000
H 0.650 -0.248 3.775 -1.10 0.16 0.37 0.000
H -1.208 1.693 4.109 0.68 -0.01 -0.62 0.000
H -0.348 1.410 5.598 0.29 -0.11 0.26 0.000
H -1.954 0.757 5.212 0.39 -0.52 0.38 0.000
H 0.426 -0.808 6.037 0.22 0.28 0.18 0.000
C 4.263 -0.757 1.898 -0.55 0.62 0.85 0.000
O 4.076 -0.765 0.499 0.27 -0.28 0.44 0.012
C 4.653 -1.943 -0.015 0.35 -0.02 -0.82 0.001
C 4.199 -2.149 -1.441 0.46 -1.38 -0.30 0.000
N 4.753 -1.199 -2.405 0.41 0.38 0.04 0.000
C 4.615 -1.680 -3.780 1.77 1.50 -0.42 0.000
C 5.259 -0.700 -4.841 -1.33 -0.89 1.15 0.000
O 4.443 0.501 -4.944 0.77 -1.99 2.07 0.000
C 4.638 1.129 -6.120 -1.33 0.86 -2.96 0.000
H 3.732 -1.601 2.422 0.38 0.49 -0.64 0.000
H 3.812 0.211 2.215 0.56 -0.84 0.13 0.000
H 5.350 -0.828 2.132 -0.56 0.19 0.04 0.000
H 4.385 -2.750 0.654 -0.29 -0.58 -0.27 0.000
H 5.759 -1.904 0.004 -0.03 0.37 0.10 0.000
H 3.119 -2.182 -1.460 -0.45 0.54 -0.17 0.000
H 4.480 -3.173 -1.777 0.13 0.13 0.45 0.000
H 5.744 -0.997 -2.172 -0.94 -0.35 -0.27 0.000
H 3.577 -1.737 -4.018 -0.80 -0.22 -0.19 0.000
H 5.079 -2.660 -3.988 -0.10 -0.01 0.35 0.000
H 5.199 -1.338 -5.756 0.28 1.01 0.10 0.000
H 6.304 -0.422 -4.585 -0.47 -0.21 -0.28 0.000
H 3.906 1.958 -6.210 0.41 -0.24 0.23 0.000
H 4.336 0.420 -6.940 0.62 0.63 0.18 0.000
H 5.631 1.553 -6.315 0.14 -0.28 0.21 0.000
C -5.190 0.328 0.728 1.10 -0.19 0.12 0.000
O -5.769 1.576 0.479 0.67 0.41 -0.18 0.000
C -7.109 1.563 0.891 0.54 1.53 1.49 0.000
C -7.525 3.044 0.945 -0.66 0.48 -1.05 0.000
N -6.652 3.956 1.685 0.31 -1.46 0.80 0.000
C -7.058 5.324 1.824 -0.38 0.42 -0.03 0.000
C -7.412 5.980 0.493 -1.61 0.70 0.13 0.000
O -6.391 6.034 -0.462 1.12 0.10 -0.33 0.000
C -6.852 6.552 -1.719 -1.13 -1.03 0.83 0.000
H -5.707 -0.350 0.094 -0.51 -1.37 -0.28 0.000
H -5.234 0.046 1.784 -0.33 -0.05 -0.03 0.000
H -4.123 0.233 0.460 -0.37 0.75 -0.09 0.000
H -7.148 1.120 1.883 -0.07 -0.01 0.52 0.000
H -7.740 0.926 0.289 -0.36 0.07 -0.74 0.000
H -8.571 3.153 1.327 0.74 -0.17 -0.11 0.000
H -7.554 3.373 -0.115 -0.21 -0.22 0.14 0.000
H -5.654 3.860 1.475 -0.76 -0.13 -0.16 0.000
H -6.220 5.840 2.297 -0.12 0.18 0.08 0.000
H -7.982 5.465 2.499 1.24 -0.39 -0.90 0.000
H -7.834 7.014 0.674 0.38 -0.84 -0.15 0.000
H -8.220 5.358 0.073 -0.17 0.37 0.01 0.000
H -7.493 7.374 -1.454 -0.68 0.46 -0.24 0.000
H -7.464 5.730 -2.201 0.74 1.06 0.01 0.000
H -6.079 7.000 -2.339 0.43 -0.69 0.15 0.000
C -0.346 -6.285 0.177 1.51 -2.04 0.87 0.000
O 0.553 -5.279 -0.147 0.07 0.66 -0.36 0.000
C 0.486 -4.822 -1.492 0.22 -0.75 -0.73 0.000
C 1.800 -5.212 -2.141 1.04 -2.12 1.97 0.000
N 2.099 -4.698 -3.394 -1.33 2.16 -3.20 0.000
C 1.366 -5.324 -4.528 1.32 -0.43 0.48 0.000
C 2.307 -6.256 -5.300 -0.19 1.10 -1.92 0.000
O 2.806 -7.369 -4.649 -0.39 0.01 1.02 0.000
C 1.778 -8.262 -4.351 0.17 -1.92 -0.40 0.000
H 0.104 -6.828 1.067 -0.84 0.76 -0.70 0.000
H -0.340 -7.069 -0.609 -0.49 0.44 0.16 0.000
H -1.313 -5.886 0.404 -0.81 0.00 0.07 0.000
H 0.340 -3.753 -1.505 -0.35 0.40 -0.06 0.000
H -0.269 -5.388 -2.123 0.17 0.98 1.06 0.000
H 1.690 -6.349 -2.166 0.75 1.18 -0.18 0.000
H 2.725 -5.005 -1.541 -1.10 -0.12 0.38 0.000
H 1.833 -3.669 -3.485 0.69 -1.59 0.55 0.000
H 1.114 -4.522 -5.217 -0.43 -0.03 -0.15 0.000
H 0.480 -5.892 -4.209 -0.08 0.37 -0.10 0.000
H 3.198 -5.687 -5.591 -0.23 0.10 0.06 0.000
H 1.788 -6.553 -6.276 0.41 0.08 0.97 0.000
H 2.264 -9.149 -3.908 -0.24 0.27 -0.27 0.000
H 1.322 -8.565 -5.327 -0.16 0.03 0.76 0.000
H 0.997 -7.973 -3.625 0.30 0.48 -0.36 0.000
C -4.597 -3.046 -2.229 0.29 0.51 -0.13 0.000
O -4.423 -3.283 -0.849 -0.40 -0.40 -0.49 0.000
C -3.087 -3.052 -0.443 -0.15 0.63 -1.60 0.000
C -3.048 -3.362 0.999 1.46 0.56 0.95 0.000
N -3.882 -2.458 1.765 0.08 0.12 -0.02 0.000
C -4.184 -2.964 3.111 0.98 0.61 -0.76 0.000
C -5.125 -2.050 3.826 -0.24 0.63 1.09 0.000
O -6.421 -2.029 3.265 0.68 -0.41 -1.26 0.000
C -7.437 -1.854 4.186 0.15 0.95 0.90 0.000
H -4.143 -2.065 -2.453 -0.10 -0.15 -0.27 0.000
H -5.669 -2.973 -2.477 0.44 -0.33 0.22 0.000
H -4.076 -3.813 -2.839 -0.38 0.26 0.20 0.000
H -2.872 -1.966 -0.699 0.17 -1.12 0.59 0.000
H -2.362 -3.686 -1.033 -0.58 0.42 0.49 0.000
H -1.989 -3.245 1.293 -0.21 0.07 0.23 0.000
H -3.246 -4.414 1.186 -0.48 -0.44 -0.13 0.000
H -4.720 -2.254 1.217 0.06 -0.34 0.51 0.000
H -3.237 -3.016 3.704 -0.63 0.08 -0.48 0.000
H -4.550 -3.968 3.023 -0.56 -0.79 0.30 0.000
H -4.720 -1.016 3.825 -0.03 -0.37 0.05 0.000
H -5.215 -2.363 4.882 0.18 0.02 -0.22 0.000
H -7.332 -0.858 4.705 -0.17 -0.77 -0.22 0.000
H -7.389 -2.660 4.934 -0.38 0.21 -0.01 0.000
H -8.370 -1.846 3.634 -0.21 -0.18 0.10 0.000
C 1.795 5.552 -1.406 -0.66 0.58 -2.65 0.000
O 1.788 4.592 -2.486 0.31 0.35 0.57 0.000
C 1.085 3.378 -2.222 0.14 0.51 0.12 0.000
C 1.751 2.241 -2.974 -1.18 -0.21 0.89 0.002
N 3.026 1.790 -2.352 -0.43 0.17 -1.28 0.101
C 4.074 2.800 -2.559 0.42 0.05 1.33 0.007
C 5.454 2.233 -2.384 -0.82 1.10 -0.20 0.000
O 5.556 1.583 -1.165 1.66 -0.58 0.14 -0.002
C 6.874 1.056 -1.109 1.31 -0.36 0.81 0.000
H 2.464 5.210 -0.659 0.56 -0.01 1.08 0.000
H 0.780 5.698 -1.094 -0.58 -0.15 0.86 0.000
H 2.054 6.554 -1.851 0.32 -1.14 0.46 0.000
H 0.055 3.557 -2.580 0.12 -0.51 0.11 0.000
H 1.033 3.079 -1.145 0.16 0.57 -0.40 0.000
H 1.846 2.527 -4.012 0.39 0.02 -0.46 0.003
H 1.005 1.434 -2.886 0.62 -0.13 -0.23 0.000
H 3.322 0.938 -2.875 -0.08 0.53 0.50 0.000
H 4.005 3.689 -1.911 -0.59 -0.54 -0.08 0.001
H 3.957 3.116 -3.558 0.16 0.78 -1.31 0.004
H 6.182 3.041 -2.498 0.13 0.22 0.23 0.000
H 5.633 1.570 -3.182 0.34 -1.22 -1.06 0.000
H 7.263 0.503 -2.021 -1.03 0.43 0.66 0.000
H 6.968 0.398 -0.231 -0.35 0.02 -0.37 0.000
H 7.671 1.821 -0.940 -0.78 0.05 -0.17 0.000
C -3.754 1.876 7.142 -0.84 -0.02 -0.91 0.000
O -3.822 2.008 5.701 0.76 -0.17 1.02 0.000
C -4.741 2.901 5.100 -0.49 0.04 0.38 0.000
C -4.018 3.570 3.951 -0.13 1.01 -0.74 0.000
N -2.802 4.189 4.385 -0.33 1.34 0.22 0.000
C -2.177 5.202 3.535 1.70 -0.87 0.48 0.000
C -1.931 4.732 2.097 -0.92 -0.64 -0.39 0.000
O -0.907 3.718 2.084 -0.73 0.10 0.10 0.000
C -1.251 2.536 1.371 1.34 0.36 -0.69 0.000
H -3.626 2.842 7.656 0.07 -0.21 -0.29 0.000
H -2.915 1.200 7.349 -0.13 0.29 -0.08 0.000
H -4.679 1.394 7.513 0.30 0.21 -0.04 0.000
H -5.078 3.699 5.769 0.08 -0.18 0.33 0.000
H -5.615 2.293 4.802 0.15 0.52 -0.24 0.000
H -4.553 4.395 3.446 -0.60 -0.40 0.61 0.000
H -3.879 2.876 3.147 0.23 -1.01 -0.62 0.000
H -2.148 3.548 4.750 0.73 -0.77 0.27 0.000
H -1.151 5.311 3.975 -0.72 0.23 -0.32 0.000
H -2.645 6.191 3.616 -0.29 -0.31 -0.25 0.000
H -1.687 5.530 1.396 0.27 0.25 0.16 0.000
H -2.887 4.319 1.692 0.62 0.11 0.24 0.000
H -2.268 2.211 1.576 -0.11 -0.22 0.14 0.000
H -0.487 1.774 1.623 -0.57 0.25 0.28 0.000
H -1.117 2.657 0.269 -0.38 0.35 0.62 0.000
C -3.545 1.528 -4.281 -3.14 0.80 1.72 0.000
O -3.710 1.235 -5.604 0.61 -0.98 -1.35 0.000
C -2.981 2.009 -6.540 -0.35 1.73 1.08 0.000
C -3.113 1.384 -7.866 0.49 0.01 -1.78 0.000
N -2.262 0.217 -8.022 -0.58 -1.13 1.91 0.000
C -2.443 -0.365 -9.340 -2.21 0.33 0.27 0.000
C -2.102 -1.807 -9.344 -0.86 -1.28 -0.90 0.000
O -3.057 -2.557 -8.588 0.94 0.33 0.83 0.000
C -2.556 -3.872 -8.375 -1.92 0.29 -2.39 0.000
H -3.867 2.562 -4.019 -0.08 -0.21 -0.38 0.000
H -2.603 1.464 -3.837 2.11 -0.64 0.20 0.000
H -4.260 0.858 -3.720 0.85 0.56 -0.44 0.000
H -1.919 2.156 -6.276 -0.20 -0.35 0.15 0.000
H -3.442 3.026 -6.524 0.29 -0.37 -0.23 0.000
H -2.842 2.048 -8.697 -0.05 0.41 0.43 0.000
H -4.143 1.096 -8.056 -0.59 0.11 0.11 0.000
H -2.723 -0.434 -7.314 1.21 0.45 -1.31 0.000
H -1.868 0.123 -10.117 0.27 0.43 0.00 0.000
H -3.542 -0.223 -9.571 0.87 -0.42 -0.47 0.000
H -1.114 -1.890 -8.882 0.18 -0.41 -0.34 0.000
H -2.202 -2.254 -10.387 0.87 0.72 0.91 0.000
H -2.548 -4.348 -9.403 0.13 -0.14 1.23 0.000
H -3.219 -4.349 -7.692 -0.83 -0.58 0.18 0.000
H -1.619 -3.939 -7.925 2.00 0.37 0.57 0.000
C 5.847 0.341 7.049 0.95 -0.23 0.64 0.000
O 4.482 0.007 7.147 0.58 -0.31 -0.56 0.000
C 3.897 -0.223 5.859 -0.07 0.62 0.04 0.000
C 3.208 1.055 5.463 -0.77 0.68 0.36 0.000
N 2.241 1.449 6.551 0.40 0.95 -2.25 0.000
C 1.841 2.865 6.309 -0.12 -0.61 2.02 0.000
C 0.938 3.319 7.489 0.96 -0.75 -0.52 0.000
O 1.741 3.760 8.607 -0.85 -0.43 -1.34 0.000
C 0.991 4.018 9.780 -0.20 -2.25 -1.05 0.000
H 6.405 -0.407 6.469 -0.07 -0.41 0.46 0.000
H 6.268 0.436 8.091 -0.46 -0.11 -1.16 0.000
H 6.083 1.237 6.473 -0.51 0.60 0.22 0.000
H 3.178 -1.012 5.975 -0.35 -0.51 0.09 0.000
H 4.622 -0.506 5.082 0.11 -0.07 0.36 0.000
H 2.683 1.006 4.483 0.13 -0.23 0.60 0.000
H 3.981 1.831 5.331 -0.09 -0.02 0.10 0.000
H 2.770 1.483 7.399 0.42 -0.30 0.64 0.000
H 1.252 2.945 5.430 -0.59 -0.19 -0.99 0.000
H 2.697 3.539 6.158 -0.01 -0.04 0.29 0.000
H 0.263 2.449 7.702 0.57 0.61 0.36 0.000
H 0.323 4.104 7.086 -0.43 0.80 0.27 0.000
H 1.591 4.661 10.321 1.09 1.13 1.58 0.000
H 0.802 3.050 10.290 0.04 0.58 0.11 0.000
H 0.054 4.493 9.592 -0.83 0.43 -0.37 0.000
```
Positions in Å, forces in eV/Å.